[1]
{"formula": "C16H32Cl6N5O2S", "method": "the ωB97M-V functional and the def2-TZVPD basis", "total_charge": 1, "gap_ha": 0.258, "e_homo_ev": -11.15, "elements": ["N", "C", "N", "N", "O", "C", "C", "C", "C", "C", "C", "C", "S", "C", "N", "N", "C", "O", "H", "H", "H", "H", "H", "H", "H", "H", "H", "H", "H", "H", "H", "H", "H", "H", "H", "H", "H", "H", "Cl", "C", "C", "Cl", "H", "H", "H", "H", "Cl", "C", "C", "Cl", "H", "H", "H", "H", "Cl", "C", "C", "Cl", "H", "H", "H", "H"], "positions_angstrom": [[-1.49, -1.60, 0.56], [-2.72, -2.18, 0.81], [-2.97, -2.78, 1.95], [-3.70, -2.06, -0.15], [-4.99, -1.87, 0.41], [-3.84, -3.14, -1.15], [-2.58, -3.42, -1.96], [-2.33, -2.36, -3.05], [-0.85, -2.18, -3.40], [-0.16, -1.04, -2.64], [-0.82, 0.34, -2.81], [-0.98, 0.97, -1.43], [-1.59, 2.67, -1.47], [-0.95, 3.12, 0.08], [-1.11, 2.47, 1.18], [-0.38, 3.16, 2.15], [0.14, 4.16, 1.55], [-0.16, 4.20, 0.24], [-1.30, -0.81, 1.17], [-0.77, -2.31, 0.69], [-3.60, -3.57, 2.04], [-2.45, -2.50, 2.78], [-4.88, -1.32, 1.20], [-4.60, -2.79, -1.85], [-4.25, -4.03, -0.66], [-1.69, -3.58, -1.34], [-2.79, -4.37, -2.46], [-2.79, -1.41, -2.75], [-2.83, -2.72, -3.95], [-0.71, -2.03, -4.47], [-0.32, -3.11, -3.17], [0.86, -0.96, -2.99], [-0.10, -1.27, -1.58], [-1.77, 0.30, -3.35], [-0.17, 0.98, -3.41], [-0.01, 0.96, -0.93], [-1.66, 0.37, -0.83], [0.78, 4.91, 1.99], [0.04, -4.35, 2.30], [1.42, -3.52, 3.09], [0.95, -2.54, 4.14], [0.10, -1.16, 3.39], [1.99, -3.03, 2.31], [2.03, -4.29, 3.55], [1.81, -2.14, 4.67], [0.28, -3.00, 4.85], [3.01, 0.19, -2.22], [4.60, 0.32, -3.02], [4.62, -0.41, -4.34], [4.52, -2.18, -4.11], [5.35, -0.06, -2.34], [4.79, 1.38, -3.19], [5.56, -0.21, -4.85], [3.80, -0.11, -4.97], [3.87, 8.74, 4.29], [2.70, 7.49, 4.79], [2.67, 6.33, 3.84], [1.99, 6.78, 2.25], [1.72, 7.96, 4.87], [3.00, 7.14, 5.78], [2.04, 5.53, 4.24], [3.67, 5.93, 3.67]]}

[2]
{"formula": "C16H32ClNOP2Tc", "method": "the ωB97M-V functional and the def2-TZVPD basis", "total_charge": 0, "s2": 3.795, "multiplicity": 4, "relative_energy_ev": 3.730, "gap_ha": [0.230, 0.242], "e_homo_ev": [-6.01, -6.98], "elements": ["Tc", "P", "P", "N", "H", "C", "H", "H", "H", "C", "H", "H", "H", "C", "H", "H", "H", "C", "H", "H", "H", "C", "H", "H", "H", "C", "H", "H", "H", "C", "C", "C", "C", "C", "C", "H", "H", "H", "H", "H", "C", "O", "C", "H", "H", "H", "C", "H", "H", "H", "Cl", "C", "H", "H"], "positions_angstrom": [[-0.30, 0.40, 0.27], [-2.09, 0.05, 1.32], [2.14, 0.80, -1.18], [0.31, -1.31, 0.05], [-1.37, 1.73, 0.34], [-3.46, -0.39, 0.28], [-4.36, -0.43, 0.89], [-3.30, -1.35, -0.20], [-3.61, 0.34, -0.52], [-2.67, 1.34, 2.45], [-3.65, 1.00, 2.81], [-2.76, 2.28, 1.89], [-1.96, 1.46, 3.26], [-1.93, -1.43, 2.42], [-2.84, -1.45, 3.05], [-1.03, -1.33, 3.06], [-1.85, -2.34, 1.80], [1.99, 0.60, -2.97], [2.98, 0.65, -3.43], [1.33, 1.37, -3.40], [1.55, -0.37, -3.20], [2.87, 2.45, -0.91], [3.80, 2.49, -1.52], [3.10, 2.57, 0.15], [2.16, 3.23, -1.25], [3.40, -0.43, -0.70], [4.33, -0.16, -1.23], [3.05, -1.43, -1.01], [3.55, -0.39, 0.39], [0.65, -2.59, 0.24], [0.54, -4.98, -0.27], [0.18, -3.66, -0.55], [1.48, -2.92, 1.33], [1.84, -4.24, 1.61], [1.37, -5.29, 0.81], [0.21, -5.77, -0.88], [-0.45, -3.43, -1.43], [1.89, -2.10, 1.96], [2.49, -4.46, 2.41], [1.67, -6.33, 1.03], [-1.32, 2.53, -1.53], [-0.71, 1.43, -1.98], [-2.72, 2.67, -2.11], [-3.18, 3.65, -1.75], [-3.28, 1.76, -1.73], [-2.64, 2.60, -3.24], [-0.52, 3.80, -1.36], [0.14, 4.00, -2.26], [0.11, 3.73, -0.43], [-1.20, 4.67, -1.19], [0.58, 2.78, 2.10], [0.92, 0.99, 1.83], [2.01, 0.83, 1.80], [0.55, 0.42, 2.69]]}

[3]
{"formula": "C16H32FMgO13", "method": "the ωB97M-V functional and the def2-TZVPD basis", "total_charge": 1, "relative_energy_ev": 0.000, "gap_ha": 0.318, "e_homo_ev": -11.44, "elements": ["Mg", "F", "C", "C", "C", "O", "C", "H", "H", "H", "H", "H", "H", "H", "H", "C", "O", "C", "O", "O", "C", "H", "H", "H", "H", "H", "H", "C", "O", "C", "O", "O", "C", "H", "H", "H", "H", "H", "H", "C", "O", "C", "O", "O", "C", "H", "H", "H", "H", "H", "H", "C", "O", "C", "O", "O", "C", "H", "H", "H", "H", "H", "H"], "positions_angstrom": [[0.81, -0.99, 0.31], [-0.56, 0.37, 0.25], [-2.86, 2.93, -1.51], [-2.00, 4.10, -1.95], [-2.76, 4.67, -3.16], [-3.42, 3.56, -3.73], [-3.69, 2.57, -2.77], [-3.59, 3.26, -0.77], [-2.28, 2.08, -1.15], [-0.97, 3.74, -2.06], [-1.84, 4.86, -1.18], [-2.10, 5.14, -3.88], [-3.43, 5.46, -2.79], [-3.34, 1.63, -3.21], [-4.75, 2.54, -2.50], [1.79, 2.50, 0.59], [2.50, 2.11, 1.77], [2.40, 0.89, 2.22], [1.74, -0.02, 1.73], [3.08, 0.78, 3.34], [3.22, -0.52, 3.93], [2.03, 1.84, -0.23], [1.93, 3.54, 0.33], [0.72, 2.38, 0.81], [3.73, -0.35, 4.87], [3.82, -1.22, 3.35], [2.22, -0.91, 4.10], [0.02, 0.63, -3.07], [1.44, 0.82, -3.23], [2.16, 0.21, -2.33], [1.75, -0.32, -1.32], [3.42, 0.25, -2.71], [4.39, -0.40, -1.89], [-0.49, 1.14, -3.89], [-0.38, 1.08, -2.15], [-0.16, -0.44, -2.97], [5.35, -0.25, -2.38], [4.24, -1.48, -1.85], [4.40, 0.05, -0.90], [-2.78, -1.68, -0.83], [-2.24, -3.01, -0.58], [-0.99, -3.21, -0.84], [-0.16, -2.31, -0.95], [-0.72, -4.49, -0.88], [0.58, -4.93, -0.59], [-3.85, -1.82, -0.96], [-2.22, -1.16, -1.59], [-2.72, -1.11, 0.10], [1.37, -4.50, -1.21], [0.68, -6.00, -0.76], [0.87, -4.79, 0.45], [-1.60, 0.48, 3.19], [-1.25, -0.69, 3.89], [-0.63, -1.68, 3.31], [-0.48, -1.77, 2.11], [-0.18, -2.52, 4.23], [0.56, -3.65, 3.82], [-2.30, 1.09, 3.75], [-2.09, 0.25, 2.24], [-0.74, 1.09, 2.95], [1.05, -4.01, 4.72], [1.29, -3.38, 3.05], [-0.03, -4.45, 3.37]]}

Number 1: E_tot -114617.9291 eV, maximum force 1.0 eV/A. Number 2: E_tot -53942.8517 eV, maximum force 6.7 eV/A. Number 3: E_tot -51888.5586 eV, maximum force 2.8 eV/A.